# C39H99F3N15O14P5

8 unconnected molecules or ions with the total composition C39H99F3N15O14P5 (ωB97M-V/def2-TZVPD, the Open Molecules 2025 dataset).

Each line ends with the Mulliken charge.
Positions of all 175 atoms, in Å:
P -11.05576 -2.06704 12.24978  0.126
P -6.36710 -0.41699 1.11390  0.021
P -18.24842 -2.83676 7.17529  0.285
P -8.87319 -8.31512 3.88035  0.292
P -13.82484 3.77860 8.15252  0.069
F -12.73930 -0.69644 4.80633  -0.220
F -13.96399 -5.44662 -0.94694  -0.239
F -12.57873 -8.56059 0.70955  -0.384
O -10.20983 -8.92023 3.69948  -0.917
O -10.45241 -3.24849 12.88334  -0.885
O -9.40976 -3.15583 6.47042  -0.511
O -5.16896 -1.18014 1.47237  -0.864
O -14.59648 -6.86860 2.32689  -0.384
O -11.89977 -2.10423 0.29958  -0.496
O -11.45205 -4.31786 0.06668  0.056
O -12.37842 -6.77482 2.10390  0.146
O -13.11370 -3.41154 -1.07756  -0.366
O -10.59488 -3.38696 4.59485  0.271
O -10.86976 -1.55724 5.85690  -0.221
O -13.75653 5.23089 8.36478  -0.844
O -19.02684 -3.48584 8.23311  -0.834
O -13.58701 -4.93146 2.71191  -0.417
N -15.01036 2.97035 9.00778  0.806
N -14.26354 3.41454 6.57794  0.433
N -11.57038 -2.26081 10.67384  0.698
N -6.37243 1.07679 1.84618  0.250
N -7.67330 -9.40194 4.22415  0.214
N -17.92965 -1.20458 7.40033  0.777
N -8.36136 -7.48702 2.52349  0.414
N -10.08555 -0.73968 12.17692  0.307
N -16.66742 -3.37153 6.96060  0.344
N -8.80369 -7.17178 5.07472  0.450
N -6.50251 -0.14924 -0.52706  0.206
N -7.76451 -1.13253 1.66258  0.576
N -12.46351 -1.62745 13.05185  0.243
N -12.42708 2.89053 8.40596  0.320
N -18.91829 -2.88819 5.64254  0.030
C -12.10960 -3.16472 -0.18225  0.451
C -10.22792 -2.74435 5.72680  0.232
C -11.53117 -1.29183 4.64078  0.755
C -9.04424 -0.51618 13.18569  -1.130
C -10.27701 0.41219 11.29787  -0.845
C -6.72829 2.35209 1.21713  -0.958
C -13.53761 -6.07501 2.45062  0.366
C -13.30607 -0.53519 12.65289  -0.790
C -14.74428 2.14615 6.12599  -0.760
C -9.05716 -0.49244 1.81306  -0.020
C -15.50466 -2.46912 6.90117  -0.734
C -12.77309 -8.13183 2.00244  0.696
C -19.64326 -4.13963 5.30422  -0.903
C -12.69630 -3.18532 10.48204  -1.138
C -10.47862 -2.40033 9.66333  -0.999
C -11.71660 -2.67479 4.04002  0.575
C -11.67313 -5.15413 -1.09409  -0.516
C -7.83786 -2.59208 1.62336  -1.479
C -5.99694 -1.28833 -1.33454  -1.088
C -18.09362 -2.45521 4.53696  -0.927
C -7.74157 -10.01042 5.55332  -1.115
C -17.50859 -0.92339 8.76368  -0.831
C -18.77949 -0.16450 6.84343  -1.096
C -14.66580 2.27511 10.23767  -0.727
C -11.51768 3.37383 9.44723  -1.019
C -10.04535 -6.49414 5.47074  -0.773
C -6.95154 -7.40919 2.10328  -1.197
C -7.49043 0.63282 -1.24580  -1.073
C -16.38020 3.47976 8.94524  -1.184
C -6.19652 1.22536 3.26977  -1.155
C -7.66241 -6.30232 5.23123  -0.836
C -14.25562 -8.23760 2.35622  -0.569
C -16.39074 -4.75263 6.58763  -1.251
C -12.41356 1.42997 8.27209  -0.742
C -13.04326 -2.57462 13.99424  -1.162
C -13.01780 -4.70713 -1.58414  0.371
C -7.39342 -10.43698 3.24407  -1.149
C -9.21991 -6.47993 1.90819  -0.448
C -13.82985 4.32444 5.53837  -1.139
H -13.83239 -0.73344 11.70444  0.181
H -7.64101 -5.46355 4.52029  0.066
H -17.25981 -3.14354 4.36466  0.173
H -16.15908 -4.79982 5.51380  0.417
H -17.22569 -5.42157 6.78794  0.337
H -9.39513 0.12010 14.00438  0.298
H -9.08787 0.20344 2.66468  0.100
H -9.91198 -1.15849 1.82399  -0.127
H -16.41996 4.39876 9.53794  0.269
H -12.62748 -3.90443 9.67403  0.479
H -15.01477 2.23772 5.07333  0.561
H -7.78246 -9.28448 6.35947  0.283
H -15.42022 1.50145 10.43177  0.310
H -6.47755 -11.00440 3.47034  0.339
H -9.76559 -7.00067 1.11303  0.210
H -7.76109 2.41874 0.85107  0.283
H -5.34561 1.87252 3.48510  0.406
H -9.97416 -6.12938 2.60769  -0.352
H -17.24242 0.14067 8.81478  -0.036
H -13.18493 -4.72408 -2.65389  0.312
H -18.31146 0.80828 6.97753  0.206
H -14.69863 3.01774 11.04854  0.281
H -20.17099 -4.03144 4.35777  0.341
H -7.06861 1.48610 3.88037  0.351
H -10.54603 2.87713 9.48640  0.379
H -6.77226 -6.91176 5.06133  0.338
H -13.32012 5.20186 5.92769  0.348
H -11.54556 0.97870 8.74713  0.034
H -8.06093 -3.01326 2.60622  0.434
H -14.65863 -3.06691 6.53318  0.401
H -6.20528 2.37693 0.25459  0.344
H -11.56137 -2.63070 2.96726  -0.473
H -15.19343 -2.22220 7.91376  -0.081
H -9.14453 0.24490 1.00483  0.109
H -16.60711 3.66316 7.89684  0.331
H -9.64503 -2.92349 10.13289  0.315
H -12.20690 1.18261 7.22278  0.189
H -9.91442 1.33512 11.75210  0.515
H -12.43072 -3.44078 14.21021  0.314
H -13.76346 1.68742 10.38841  -0.201
H -8.09097 -11.27444 3.40870  0.404
H -12.67396 -3.05426 4.39153  0.051
H -6.31569 -8.26526 2.29512  0.410
H -13.97471 1.36676 6.10704  0.021
H -7.04700 -7.25106 1.02483  0.493
H -6.53254 3.20187 1.85904  0.386
H -6.55601 -2.20035 -1.11193  0.233
H -10.56286 -6.11064 4.59308  -0.031
H -15.53730 1.70545 6.72919  0.116
H -17.06052 2.73994 9.36622  0.422
H -6.88072 -3.01464 1.31759  0.442
H -20.40542 -4.28166 6.06579  0.309
H -6.46816 -6.52642 2.53725  0.248
H -13.56844 -2.56441 10.20606  0.230
H -7.62632 -5.82302 6.20756  0.416
H -9.81271 -5.71848 6.19628  0.382
H -13.02347 -3.52397 11.46567  0.338
H -11.32913 0.63538 11.13447  -0.122
H -7.02994 1.33816 -1.94314  0.283
H -14.03852 -2.88929 13.64481  0.423
H -10.18765 -1.40766 9.32739  0.113
H -10.90578 -2.96027 8.83920  0.350
H -6.06070 -1.01208 -2.38264  0.495
H -11.52423 -6.19631 -0.82455  0.159
H -18.28913 -0.97104 9.53536  0.328
H -19.03347 -0.39000 5.81065  0.431
H -13.37878 0.97560 8.48343  0.358
H -8.78041 -1.46995 13.64063  0.360
H -18.66423 -2.45612 3.60233  0.439
H -8.14726 1.11487 -0.53614  0.340
H -8.57725 -2.88174 0.86995  0.431
H -4.95764 -1.41613 -1.03657  0.332
H -10.77625 -4.88696 -1.66154  0.284
H -14.25075 -8.61655 3.38021  0.312
H -7.27673 -10.09113 2.22382  0.352
H -11.35711 4.43844 9.30423  0.362
H -12.11510 -8.71446 2.64580  0.010
H -8.21098 -0.06282 12.65211  0.422
H -15.65574 -1.76564 6.08668  0.314
H -15.50331 -5.09682 7.12378  0.396
H -9.77087 0.20742 10.35197  0.370
H -11.95799 3.09970 10.41694  0.291
H -12.68841 0.34143 12.46523  0.204
H -13.26622 -2.03953 14.92616  0.341
H -8.12178 0.00996 -1.89111  0.374
H -18.88202 -4.91834 5.22361  0.299
H -10.96592 -0.65780 3.95599  -0.391
H -8.60764 -10.68468 5.61800  0.361
H -8.61394 -5.65599 1.53851  0.381
H -14.07165 -0.23838 13.36926  0.440
H -19.77886 -0.16379 7.30606  0.344
H -13.30813 3.78499 4.74565  0.347
H -14.88598 -8.76556 1.65466  0.346
H -16.66347 -1.53519 9.06304  0.306
H -6.87358 -10.65989 5.67654  0.387
H -17.80654 -1.40707 4.60668  0.223
H -5.93953 0.24474 3.68926  0.354
H -10.72653 -7.13270 6.04222  0.211
H -14.69838 4.79966 5.05299  0.343

Summary:
SMILES string = CN(C)P(=O)(N(C)C)N(C)C.CN(C)P(=O)(N(C)C)N(C)C.CN(C)P(=O)(N(C)C)N(C)C.CN(C)P(=O)(N(C)C)N(C)C.CN(C)P(=O)(N(C)C)N(C)C.O=C1OC[C@@H](F)O1.O=C1OC[C@@H](F)O1.O=C1OC[C@@H](F)O1
spin multiplicity = 1

***

# C6H14O

2 unconnected molecules or ions with the total composition C6H14O (ωB97M-V/def2-TZVPD, the Open Molecules 2025 dataset).

Each line ends with the natural charge from an NBO analysis.
Positions of all 21 atoms, in Å:
O 2.78619 -1.13239 -0.69364  -0.949
C -1.53667 0.13486 1.00374  -0.381
C -1.06813 1.59019 1.05638  -0.398
C -0.27588 -0.39401 -1.12576  -0.185
C -0.57551 -0.81992 0.26922  -0.458
C 0.34364 1.75704 1.61908  -0.615
C -0.39504 -1.18209 -2.19795  -0.410
H 1.08479 1.28933 0.97349  0.207
H -0.15172 -0.79095 -3.17606  0.200
H 0.61369 2.80664 1.71517  0.210
H -1.69068 -0.23062 2.02212  0.201
H 0.06118 0.61880 -1.32301  0.199
H 3.39443 -0.79026 -1.33508  0.465
H 0.44091 1.30362 2.60642  0.202
H 1.92947 -1.13692 -1.14796  0.480
H -1.02649 -1.81121 0.24711  0.212
H -0.74715 -2.20115 -2.11176  0.195
H -1.09399 1.99289 0.04195  0.192
H -2.50591 0.09627 0.49913  0.201
H 0.34512 -0.89904 0.85288  0.226
H -1.75379 2.18276 1.66211  0.205

Summary:
SMILES string = C=CCCCC.O
spin multiplicity = 1

***

Calculated F_max in order - 2.637, 0.864 eV Å⁻¹
Calculated highest occupied orbital energy in order - -8.35, -9.90 eV
Calculated HOMO-LUMO gap in order - 8.6, 10.9 eV